9
Properties=species:S:1:pos:R:3:forces:R:3 method="wB97M-V/def2-TZVPD" de_lowest_ev=0.204 orbital_gap_ev=7.2 total_energy_ev=-40403.1058 smiles="O=C1C=C(Cl)C(=S)S1"
O -2.70906 -0.42859 0.14808 4.0 1.5 -0.5
C -1.52432 -0.07483 0.03234 -3.2 0.6 0.4
C -0.34281 -0.90580 0.15746 -0.3 -2.8 -0.7
C 0.84110 -0.31701 -0.04778 -0.2 -1.0 -0.4
Cl 2.28921 -1.25877 -0.15358 -0.4 0.7 0.1
C 0.79735 1.13573 -0.22359 0.9 2.3 1.9
S 2.06217 2.16210 0.18022 -1.5 -1.5 -1.1
S -0.88294 1.74515 -0.27631 0.1 -2.2 0.0
H -0.53072 -2.05798 0.18317 0.6 2.4 0.3

***

48
Properties=species:S:1:pos:R:3:forces:R:3 method="wB97M-V/def2-TZVPD" de_lowest_ev=3.116 orbital_gap_ev=8.0 total_energy_ev=-35430.4154 smiles="COc1ccccc1-c1cc(C(=O)N2CCN(c3ccc(F)cc3)CC2)no1"
C 5.23041 0.10492 2.90055 0.1 0.0 0.2
O 4.44807 0.01703 1.73204 -0.1 -0.1 -0.3
C 4.91964 -0.68382 0.67241 -0.1 -0.1 -0.3
C 6.14963 -1.33325 0.65439 0.0 0.1 0.3
C 6.56367 -2.03409 -0.46479 -0.1 0.0 -0.1
C 5.75876 -2.10257 -1.58841 0.1 -0.1 0.0
C 4.53521 -1.46391 -1.58555 0.0 0.1 0.2
C 4.09639 -0.75027 -0.47105 0.3 -0.2 0.0
C 2.80442 -0.09623 -0.51676 -0.7 0.8 0.9
C 2.11991 0.71620 0.35337 0.2 -0.4 -0.5
C 0.90799 1.00395 -0.32058 0.9 -0.6 -0.3
C -0.13661 1.89232 0.23917 -0.5 0.3 0.0
O 0.09676 2.53409 1.25263 0.3 -0.1 0.1
N -1.32322 1.97528 -0.40384 -0.1 0.0 0.1
C -1.69632 1.21571 -1.58018 -0.2 -0.3 -0.5
C -3.21362 1.31927 -1.77917 0.2 0.0 0.0
N -3.91430 1.08627 -0.54262 0.2 0.3 -0.1
C -4.38941 -0.15801 -0.18309 -0.3 -0.3 0.1
C -4.13528 -1.31475 -0.93001 0.0 0.2 0.0
C -4.66955 -2.53421 -0.56233 -0.2 -0.2 0.3
C -5.45917 -2.61668 0.56779 0.0 0.1 -0.1
F -5.97801 -3.81428 0.93223 0.0 0.1 0.0
C -5.72998 -1.49744 1.33181 0.0 -0.3 -0.1
C -5.20214 -0.28009 0.95352 0.1 0.0 -0.1
C -3.60048 2.05788 0.49257 0.0 0.2 0.1
C -2.34160 2.85384 0.12886 -0.2 0.2 0.3
N 0.88687 0.40935 -1.49311 -0.8 0.5 0.0
O 2.04529 -0.26601 -1.62236 0.6 -0.3 0.1
H 6.18642 0.60153 2.70850 0.0 0.0 0.0
H 4.64698 0.70647 3.59584 0.1 -0.1 0.0
H 5.41029 -0.88118 3.33962 0.0 0.0 0.0
H 6.79648 -1.29749 1.51632 0.0 0.0 0.1
H 7.52338 -2.52854 -0.45236 0.1 0.0 0.0
H 6.08299 -2.64938 -2.45991 0.0 0.0 -0.1
H 3.89455 -1.50587 -2.45260 0.0 0.0 -0.1
H 2.40777 1.06945 1.31751 0.1 0.0 0.1
H -1.40982 0.17056 -1.43852 -0.1 0.1 -0.1
H -1.16455 1.58819 -2.46242 -0.1 -0.1 0.0
H -3.48032 2.31991 -2.13543 0.0 -0.1 -0.1
H -3.54211 0.61043 -2.53704 0.0 0.1 0.0
H -3.50312 -1.28296 -1.80252 0.1 0.0 -0.1
H -4.46698 -3.42159 -1.14121 0.0 -0.1 0.0
H -6.35468 -1.58229 2.20696 -0.1 0.0 0.1
H -5.44289 0.59255 1.53869 0.0 0.1 0.0
H -4.43607 2.75670 0.63563 0.1 0.0 0.1
H -3.42350 1.53132 1.43529 0.0 0.1 0.0
H -1.92881 3.32555 1.02278 -0.2 0.0 -0.2
H -2.56938 3.63615 -0.60262 0.0 0.0 0.1